Entry 1:
5 unconnected molecules or ions with the total composition C9H28O9 at a distorted geometry, computed with ωB97M-V with the def2-TZVPD basis set.

Properties
energy above the lowest of the compared OMol25 structures with the same formula, charge and spin: 61.70 kcal per mole
SMILES string: OCCO.OCCO.OCCO.OCCO.CO
E: -1036.68463 Ha
2S+1: 1

Element x y z (Å)
O (-4.619, -21.906, -9.559)
C (-4.334, -21.522, -8.302)
C (-4.858, -22.406, -7.146)
O (-6.275, -22.678, -7.288)
H (-5.559, -22.039, -9.703)
H (-3.261, -21.515, -8.108)
H (-4.746, -20.558, -8.004)
H (-4.670, -22.033, -6.139)
H (-4.340, -23.357, -7.022)
H (-6.690, -22.627, -6.424)
O (-7.034, -15.709, -1.370)
C (-6.538, -16.051, -2.707)
C (-7.259, -15.182, -3.756)
O (-6.656, -15.382, -5.039)
H (-7.640, -16.387, -1.063)
H (-5.501, -15.721, -2.778)
H (-6.618, -17.081, -3.056)
H (-7.089, -14.143, -3.475)
H (-8.329, -15.346, -3.880)
H (-5.760, -15.665, -4.841)
O (3.270, -9.112, -12.118)
C (2.470, -9.502, -10.916)
C (3.190, -10.486, -10.021)
O (4.508, -10.030, -9.543)
H (4.008, -8.597, -11.781)
H (2.362, -8.683, -10.205)
H (1.539, -9.947, -11.269)
H (3.452, -11.370, -10.604)
H (2.571, -10.892, -9.221)
H (4.729, -10.602, -8.804)
O (5.788, -21.552, -11.198)
C (5.592, -20.419, -10.306)
C (4.549, -20.822, -9.238)
O (3.085, -20.557, -9.550)
H (5.989, -21.084, -12.012)
H (6.613, -20.221, -9.979)
H (5.295, -19.608, -10.971)
H (4.874, -20.307, -8.334)
H (4.532, -21.911, -9.276)
H (2.900, -21.098, -10.321)
C (-1.031, -15.393, -7.966)
O (-1.728, -15.509, -6.800)
H (-1.363, -14.520, -8.527)
H (0.045, -15.348, -7.796)
H (-1.276, -16.289, -8.537)
H (-1.597, -14.645, -6.404)

---

Entry 2:
C6H11ClS in the gas phase at a distorted geometry, computed with ωB97M-V with the def2-TZVPD basis set.

Properties
energy above the lowest of the compared OMol25 structures with the same formula, charge and spin: 86.85 kcal per mole
SMILES string: CC(C)/C=C(\Cl)CS
E: -1093.43731 Ha
2S+1: 1

Element x y z (Å)
C (-0.332, -1.953, -0.891)
C (-0.828, -1.122, 0.225)
C (-2.152, -0.555, 0.118)
C (0.183, -0.033, 0.786)
C (0.804, 0.880, 0.119)
Cl (0.443, 0.966, -1.471)
C (1.571, 2.182, 0.546)
S (3.422, 1.679, 0.201)
H (-1.148, -2.825, -0.887)
H (-0.523, -1.720, -1.959)
H (0.856, -2.082, -0.893)
H (-1.098, -1.664, 1.166)
H (-2.670, -1.503, -0.291)
H (-2.882, -0.429, 1.044)
H (-2.321, 0.478, -0.569)
H (0.327, -0.224, 1.922)
H (1.226, 3.096, 0.231)
H (1.637, 2.294, 1.670)
H (3.485, 2.536, -1.066)

---

Entry 3:
2 unconnected molecules or ions with the total composition C2H5N2O2, computed with ωB97M-V with the def2-TZVPD basis set.

Properties
energy above the lowest of the compared OMol25 structures with the same formula, charge and spin: 0.73 kcal per mole
E: -339.27450 Ha
net charge: -1
2S+1: 1

Element x y z (Å)
N (0.561, -0.610, 0.235)
C (1.673, -0.083, -0.284)
N (2.735, 0.219, 0.383)
H (0.495, -0.630, 1.241)
H (-0.351, -0.494, -0.237)
H (1.669, 0.033, -1.373)
H (3.432, 0.564, -0.283)
O (-2.304, -0.144, 1.242)
C (-2.562, 0.225, 0.085)
O (-1.953, -0.047, -0.979)
H (-3.394, 0.967, -0.031)

---

Entry 4:
A molecular structure, C41H28ClMgN9O4S2, computed with ωB97M-V with the def2-TZVPD basis set.

Properties
energy above the lowest of the compared OMol25 structures with the same formula, charge and spin: 111.52 kcal per mole
E: -3829.73603 Ha
2S+1: 1

Element x y z (Å)
Mg (0.768, -1.221, 0.558)
C (4.124, 0.129, -1.822)
C (4.703, 1.071, -0.915)
C (4.230, 1.212, 0.337)
C (3.044, 0.416, 0.830)
N (2.550, -0.554, -0.120)
C (3.124, -0.658, -1.321)
N (2.762, 0.059, 3.279)
C (1.609, -0.466, 3.435)
N (0.875, -1.233, 2.539)
C (-0.187, -1.767, 3.185)
N (-1.016, -2.690, 2.777)
C (-0.777, -3.493, 1.682)
C (-1.561, -4.660, 1.602)
C (-1.336, -5.578, 0.608)
C (-0.317, -5.349, -0.320)
C (0.389, -4.176, -0.215)
N (0.155, -3.248, 0.731)
C (-0.276, -1.168, 4.540)
C (-1.214, -1.314, 5.544)
C (-1.003, -0.608, 6.722)
C (0.124, 0.198, 6.884)
C (1.072, 0.325, 5.876)
C (0.847, -0.366, 4.701)
H (4.568, -0.078, -2.786)
H (5.575, 1.641, -1.212)
H (4.686, 1.869, 1.065)
H (2.755, -1.505, -1.895)
H (-2.314, -4.807, 2.362)
H (-1.935, -6.478, 0.553)
H (-0.088, -6.051, -1.108)
H (1.174, -3.935, -0.923)
H (-2.075, -1.953, 5.403)
H (-1.719, -0.685, 7.531)
H (0.260, 0.732, 7.815)
H (1.951, 0.944, 5.998)
O (2.415, 4.840, 1.196)
C (1.785, 4.823, 0.026)
O (1.759, 5.787, -0.692)
C (1.075, 3.563, -0.342)
C (0.015, 3.499, -1.219)
Cl (-0.721, 4.734, -2.120)
N (-0.364, 2.203, -1.333)
N (0.445, 1.402, -0.610)
C (1.293, 2.204, 0.006)
C (2.154, 1.656, 1.101)
O (2.280, 2.344, 2.098)
O (3.363, -0.304, 2.041)
C (-1.476, 1.648, -2.039)
C (-1.273, 0.501, -2.784)
C (-2.331, -0.054, -3.485)
C (-3.585, 0.540, -3.436)
C (-3.784, 1.672, -2.657)
C (-2.732, 2.229, -1.946)
H (2.295, 3.991, 1.680)
H (-0.303, 0.028, -2.782)
H (-2.168, -0.958, -4.058)
H (-4.411, 0.110, -3.987)
H (-4.766, 2.123, -2.593)
H (-2.888, 3.097, -1.321)
S (-3.788, -1.199, -0.324)
C (-2.107, -1.467, -0.495)
N (-1.326, -0.730, 0.229)
C (-2.071, 0.135, 1.030)
C (-1.554, 1.061, 1.940)
C (-2.435, 1.845, 2.652)
C (-3.820, 1.726, 2.470)
C (-4.343, 0.817, 1.575)
C (-3.452, 0.022, 0.856)
H (-1.731, -2.209, -1.189)
H (-0.488, 1.154, 2.096)
H (-2.050, 2.559, 3.367)
H (-4.488, 2.353, 3.044)
H (-5.412, 0.723, 1.436)
S (0.617, -2.494, -3.313)
C (0.980, -1.285, -4.432)
N (1.786, -0.234, -4.088)
C (2.107, 0.802, -4.896)
C (1.629, 0.857, -6.165)
C (0.800, -0.200, -6.596)
C (0.487, -1.235, -5.763)
H (2.161, -0.226, -3.142)
H (2.749, 1.551, -4.453)
H (1.881, 1.684, -6.810)
H (0.405, -0.191, -7.603)
H (-0.146, -2.049, -6.085)

---

Entry 5:
3 unconnected molecules or ions with the total composition C6H9N, computed with ωB97M-V with the def2-TZVPD basis set.

Properties
energy above the lowest of the compared OMol25 structures with the same formula, charge and spin: 188.46 kcal per mole
E: -288.48171 Ha
2S+1: 1

Element x y z (Å)
C (1.478, -0.772, 0.761)
C (0.394, -0.449, -0.038)
C (0.545, 0.632, -1.178)
C (-0.201, 1.025, -0.014)
C (-1.634, 0.507, 0.054)
N (-2.005, -0.517, -0.909)
C (-1.081, -0.865, 0.152)
H (1.380, -1.542, 1.525)
H (1.453, 0.914, 1.652)
H (2.494, -0.553, 0.453)
H (1.583, 0.958, -1.200)
H (0.135, 0.436, -2.174)
H (0.794, 1.347, 1.201)
H (-2.404, 0.944, 0.678)
H (-1.574, -0.423, -1.824)
H (-1.355, -1.641, 0.861)

---

Entry 6:
A molecular structure, C5H62O26V at a distorted geometry, computed with ωB97M-V with the def2-TZVPD basis set.

Properties
E: -3127.23590 Ha
net charge: +3
2S+1: 3
expectation value of S²: 2.01

Element x y z (Å)
V (-0.523, 0.534, 0.312)
O (-4.283, -0.178, 5.237)
H (-4.988, -0.833, 5.322)
H (-4.391, 0.443, 5.944)
O (0.849, 4.659, 0.769)
H (0.333, 5.127, 0.110)
H (1.669, 5.185, 0.841)
O (0.852, -0.596, 1.389)
H (0.769, -0.862, 2.342)
H (1.324, -1.370, 1.006)
O (-2.862, 3.568, 1.361)
H (-3.510, 4.264, 1.552)
H (-2.159, 3.689, 2.010)
O (-0.888, 1.792, -1.577)
H (-1.735, 2.096, -1.956)
H (-0.412, 1.436, -2.373)
O (1.596, -2.473, 3.253)
H (1.125, -3.244, 3.529)
H (2.493, -2.657, 3.625)
O (1.731, -2.781, -0.224)
H (2.498, -3.090, -0.723)
H (1.394, -3.612, 0.184)
O (2.572, 1.786, -1.432)
H (2.479, 1.839, -2.373)
H (3.294, 1.189, -1.143)
O (-4.735, 0.866, -1.145)
H (-5.170, 0.081, -1.493)
H (-5.465, 1.520, -1.254)
O (0.620, -0.271, -1.255)
H (1.273, 0.144, -1.842)
H (0.994, -1.131, -1.205)
O (1.239, -1.006, -5.397)
H (1.563, -0.802, -6.288)
H (0.811, -1.850, -5.600)
O (-6.205, -1.487, -1.215)
H (-6.721, -1.909, -1.938)
H (-6.781, -1.503, -0.453)
O (0.773, 1.226, -3.727)
H (1.194, 1.910, -4.297)
H (0.859, 0.336, -4.193)
O (-1.623, -1.180, -0.018)
H (-2.322, -1.433, -0.713)
H (-1.350, -2.029, 0.416)
O (3.113, 6.688, 0.642)
H (2.953, 7.457, 0.121)
H (4.032, 6.838, 0.944)
O (-2.440, 1.189, 0.398)
H (-2.676, 2.102, 0.828)
H (-3.149, 0.993, -0.229)
O (-0.647, 3.653, 3.164)
H (-0.059, 3.974, 2.462)
H (-0.806, 4.372, 3.811)
O (-0.816, 1.003, 2.254)
H (-0.036, 1.311, 2.670)
H (-1.306, 0.637, 3.141)
O (3.115, -1.027, -2.644)
H (4.048, -0.820, -2.582)
H (3.020, -1.191, -3.571)
O (0.762, 2.093, 0.423)
H (1.387, 1.901, -0.325)
H (0.743, 3.026, 0.657)
O (-0.052, -4.716, 4.196)
H (-0.933, -4.542, 4.559)
H (0.359, -5.467, 4.615)
C (-3.164, -3.347, -2.610)
O (-3.368, -2.161, -1.684)
H (-2.120, -3.304, -2.807)
H (-3.558, -4.255, -2.120)
H (-3.715, -3.151, -3.533)
H (-4.282, -2.188, -1.395)
C (-1.286, -0.265, 5.493)
O (-1.888, 0.260, 4.295)
H (-1.605, 0.261, 6.378)
H (-1.526, -1.336, 5.668)
H (-0.230, -0.029, 5.506)
H (-2.864, 0.219, 4.341)
C (6.502, -1.152, -0.129)
O (5.613, -1.633, -1.172)
H (6.151, -0.222, 0.247)
H (6.439, -1.758, 0.769)
H (7.551, -0.924, -0.373)
H (5.919, -2.537, -1.328)
C (-1.376, -5.354, 0.774)
O (-0.321, -4.417, 1.170)
H (-1.162, -6.403, 0.984)
H (-2.344, -5.094, 1.305)
H (-1.456, -5.303, -0.323)
H (-0.295, -4.538, 2.137)
C (3.620, 3.562, -5.544)
O (2.354, 3.293, -4.897)
H (4.125, 4.391, -5.003)
H (4.247, 2.728, -5.345)
H (3.535, 3.805, -6.619)
H (1.709, 3.988, -5.086)

---

> Which value of E does entry 1 give?

-1036.68463 Ha